{
  "formula": "C17H28BeBrCaClFLiN9NaO6PS4",
  "method": "ωB97M-V with the def2-TZVPD basis set",
  "relative_energy_ev": 8.615,
  "homo_lumo_gap_ha": 0.0846,
  "total_charge": 1,
  "total_energy_ha": -7538.33044,
  "homo_ev": -7.634,
  "elements": ["N", "C", "N", "C", "N", "C", "C", "C", "C", "S", "C", "S", "N", "C", "C", "N", "C", "N", "C", "C", "C", "S", "C", "S", "N", "C", "C", "N", "C", "N", "H", "H", "H", "H", "H", "H", "H", "H", "H", "H", "H", "H", "H", "H", "H", "H", "H", "H", "H", "H", "H", "H", "H", "H", "F", "Na", "O", "H", "H", "Br", "Be", "O", "P", "O", "O", "O", "Li", "Ca", "O", "H", "H", "Cl"],
  "coordinates": [[0.354, -4.550, 2.729], [0.649, -3.863, 1.427], [-0.595, -3.704, 0.600], [-0.566, -2.725, -0.320], [0.559, -1.866, -0.585], [0.206, -0.922, -1.593], [1.209, 0.198, -2.098], [2.435, 0.465, -1.115], [3.880, 0.117, -1.707], [5.090, -0.530, -0.478], [4.873, 0.202, 1.171], [5.846, -0.368, 2.417], [3.923, 1.267, 1.514], [2.683, 1.030, 2.204], [1.883, 2.299, 2.412], [2.785, 3.251, 1.817], [3.989, 2.693, 1.285], [-1.121, -1.212, -1.994], [-1.880, -0.463, -3.030], [-3.457, -0.594, -2.896], [-3.951, -0.161, -1.447], [-3.936, 1.721, -1.359], [-5.513, 2.158, -0.533], [-6.393, 3.502, -0.981], [-5.947, 1.261, 0.524], [-7.141, 0.454, 0.459], [-7.114, -0.240, 1.815], [-5.923, 0.187, 2.526], [-5.186, 1.123, 1.760], [-1.546, -2.266, -1.238], [0.777, -3.975, 3.475], [0.858, -5.448, 2.774], [1.077, -2.848, 1.723], [1.449, -4.440, 0.857], [-1.440, -4.263, 0.737], [1.593, -0.044, -3.136], [0.651, 1.194, -2.194], [2.469, 1.579, -0.848], [2.344, -0.103, -0.126], [4.240, 1.012, -2.307], [3.725, -0.721, -2.477], [2.355, -0.017, 2.504], [0.856, 2.452, 2.890], [4.856, 3.193, 0.764], [-1.590, -0.737, -4.091], [-1.629, 0.641, -2.900], [-3.803, -1.631, -3.195], [-3.918, 0.136, -3.649], [-5.048, -0.455, -1.300], [-3.331, -0.591, -0.594], [-7.890, 0.376, -0.373], [-7.887, -0.957, 2.206], [-4.225, 1.657, 2.010], [-2.475, -2.675, -1.345], [-0.352, 1.258, 3.824], [3.660, 5.339, 1.951], [0.926, 8.114, 2.361], [-0.014, 7.904, 2.311], [0.949, 9.046, 2.634], [-1.833, 0.797, 2.320], [0.947, 2.752, 4.814], [7.011, -2.747, -5.316], [6.577, -2.341, -3.906], [6.750, -0.828, -3.738], [7.437, -3.071, -2.872], [5.105, -2.713, -3.693], [-0.859, 8.478, 1.038], [-4.408, -1.437, 3.577], [3.870, -5.333, -0.842], [2.913, -5.443, -0.885], [3.980, -4.417, -0.586], [-6.770, 2.846, 2.319]],
  "forces_ev_per_angstrom": [[0.778, 0.352, -0.720], [1.204, -0.330, 1.488], [0.326, 1.035, -0.610], [1.369, 4.407, -3.510], [-2.332, 0.422, -1.232], [-1.005, -3.200, 2.230], [-0.548, 0.372, 0.165], [0.718, 0.140, 1.038], [-1.873, 0.275, -1.233], [-0.467, 0.892, 0.891], [1.126, -0.597, 0.672], [-1.379, 0.697, -1.832], [-2.612, 2.288, 0.593], [-1.490, 1.454, 0.226], [5.836, -2.619, -2.717], [1.851, -0.716, -0.840], [-3.812, -2.221, 1.958], [3.513, 1.491, 0.377], [-1.338, 0.883, -0.714], [0.211, 0.501, 0.247], [-0.848, -0.195, 0.054], [-0.880, -0.491, 0.666], [-1.028, 0.378, -0.243], [1.464, -2.115, 0.519], [1.535, -1.524, -1.594], [1.790, -1.454, 5.488], [1.322, 2.696, -3.983], [1.387, -1.149, -1.569], [-5.348, -1.239, -0.846], [0.140, -2.203, 1.866], [-0.538, -0.475, -0.537], [-0.514, 0.578, -0.145], [-0.853, -1.155, -1.077], [-1.203, 0.854, 0.453], [0.785, 0.215, 0.135], [-0.576, -0.027, 1.142], [0.418, -1.582, 0.094], [-0.394, -1.590, -0.298], [-0.347, 0.752, -1.599], [0.035, -1.197, 0.949], [0.834, 0.841, 1.234], [0.796, 1.642, -0.561], [1.495, -0.474, -1.445], [-1.303, -0.685, 0.710], [-0.029, -0.057, 1.411], [-0.128, -1.506, 0.031], [0.383, 1.075, 0.516], [0.724, -1.114, 0.975], [1.584, 0.296, -0.178], [-0.766, 0.672, -1.049], [1.236, 0.505, 1.027], [1.189, 1.021, -0.316], [-1.240, -0.967, -0.491], [0.478, 0.557, -0.240], [3.831, 2.386, 3.379], [-0.277, -0.101, 0.352], [-0.552, 0.615, -1.079], [0.497, -1.009, 1.864], [0.316, -0.063, 0.353], [-3.316, -2.410, -2.021], [-1.139, -0.898, -0.042], [-0.078, -0.434, 0.533], [-0.427, 0.139, -0.007], [-0.208, -0.236, 0.565], [0.260, 0.380, -0.518], [0.053, 0.455, -0.247], [-0.334, 0.316, -1.061], [0.125, 2.466, -1.262], [-0.443, -0.219, 0.278], [0.132, -0.101, -0.185], [0.321, 0.310, -0.143], [-0.434, 1.999, 1.665]],
  "mulliken_charge": [-0.716, 0.304, -0.190, 0.196, -0.320, 0.103, -0.613, -0.055, -0.534, 0.107, -0.379, -0.105, 0.340, 0.089, -0.705, -0.471, -0.247, 0.394, -0.444, -1.041, -0.165, -0.042, -0.291, -0.052, 0.279, -0.158, -0.528, -0.723, -0.083, -0.101, 0.275, 0.296, -0.056, 0.043, 0.256, 0.455, 0.312, 0.137, -0.011, 0.329, 0.322, 0.387, 0.370, 0.406, 0.279, 0.304, 0.336, 0.440, 0.289, 0.260, 0.373, 0.399, 0.375, 0.237, -0.686, 0.900, -0.585, 0.202, 0.388, -0.515, -0.039, -0.481, 0.895, -0.470, -0.447, -0.460, 0.800, 1.349, -0.581, 0.298, 0.302, -0.531]
}